(1)
Entry from OMol25: a gas-phase ion, C3H3N4 (charge +1) in a non-equilibrium geometry (ωB97M-V with the def2-TZVPD basis set).

Summary:
- charge = +1
- LUMO (eV) = -6.679
- energy relative to the best compared isomer or geometry (same formula, charge and spin) (kcal per mole) = 69.92
- frontier orbital gap (hartree) = 0.340

The geometry in XYZ format:
```
10
Properties=species:S:1:pos:R:3:mulliken_charge:R:1
N 1.082 1.137 0.001 -0.357
C 1.290 -0.121 -0.075 0.335
H -2.774 0.206 0.995 0.355
C 2.605 -0.679 -0.097 0.057
N 3.627 -1.212 -0.032 -0.214
C -1.037 0.497 0.013 0.337
N -0.217 1.381 -0.021 0.176
H -2.724 -0.459 -0.731 0.371
N -2.169 0.011 0.129 -0.304
H 0.316 -0.762 -0.182 0.243
```


(2)
Entry from OMol25: a gas-phase ion, C5H4N3O3 (charge -1) in a non-equilibrium geometry (ωB97M-V with the def2-TZVPD basis set).

Summary:
- charge = -1
- LUMO (alpha / beta) (eV) = 3.000 / 3.000
- energy relative to the best compared isomer or geometry (same formula, charge and spin) (kcal per mole) = 217.07
- frontier orbital gap (alpha / beta) (hartree) = 0.232 / 0.232

The geometry in XYZ format:
```
15
Properties=species:S:1:pos:R:3:mulliken_charge:R:1
O -2.832 -0.916 1.315 -0.585
C -0.750 -0.883 -0.476 0.620
O -3.942 -0.067 -0.415 -0.585
N -0.033 1.722 -0.073 -0.014
H 2.537 -1.725 0.063 0.106
C 2.004 0.429 0.066 -0.180
H 3.074 0.737 0.378 0.105
H 0.179 -2.496 -0.214 0.327
O -0.713 2.776 0.059 -0.645
N -2.936 -0.504 0.153 1.127
C 1.255 1.619 0.038 -0.132
C 0.431 -1.509 -0.334 -0.805
C 1.689 -0.893 -0.070 -0.162
N -1.940 -0.711 -0.694 -0.456
H 1.976 2.422 0.206 0.279
```


(3)
Entry from OMol25: a molecular structure, C17H34CeNPSi in a non-equilibrium geometry (ωB97M-V with the def2-TZVPD basis set).

Summary:
- charge = +2
- LUMO (alpha / beta) (eV) = -7.992 / -7.970
- frontier orbital gap (alpha / beta) (hartree) = 0.263 / 0.264

The geometry in XYZ format:
```
55
Properties=species:S:1:pos:R:3:mulliken_charge:R:1
H 3.469 1.092 -0.257 0.470
H -0.608 -2.501 1.199 0.026
H 4.796 -1.735 -0.035 0.414
C 1.249 0.983 3.525 -0.901
Si -0.593 1.395 3.411 0.122
C 3.031 0.450 -1.057 -1.089
H -2.072 1.815 1.520 0.490
H -1.366 -0.033 5.295 0.359
H -0.150 -1.838 -3.001 0.081
H -2.297 1.335 -0.379 0.353
H -1.682 -2.274 -3.921 0.412
H -2.310 -3.884 -1.558 0.334
H 0.119 -2.402 1.734 0.243
C 0.604 2.861 -2.835 -0.915
H -1.987 3.268 4.325 0.325
H -2.487 -1.225 -0.106 0.365
H 3.685 -2.835 0.846 0.415
C -1.214 -1.561 -3.195 -0.814
H 3.994 -1.203 1.489 0.375
H -1.355 -1.008 3.793 0.286
H 1.810 1.882 3.217 0.305
C -0.697 1.069 -1.864 -0.007
H -3.782 -2.968 -1.530 0.386
H 2.774 2.736 -2.602 0.513
H 1.429 0.796 4.596 0.361
C -2.627 -0.713 -1.185 -0.451
C -2.096 0.742 -1.338 -1.275
C 1.806 2.258 -2.413 -0.765
H 1.621 0.118 2.939 0.230
C -2.823 -3.023 -2.073 -0.956
C -0.972 1.564 1.571 -0.951
H -3.744 -0.719 -1.201 0.504
C 0.535 0.414 -1.608 1.481
H -1.198 -0.514 -3.559 0.318
H 3.857 0.233 -1.767 0.558
H -0.301 3.785 4.048 0.328
Ce -0.471 -0.367 0.208 0.035
H 1.726 -1.792 -2.608 0.355
C -0.931 2.965 4.429 -1.007
N -1.904 -1.812 -1.913 0.108
H -1.566 2.729 -2.817 0.497
C -0.614 2.280 -2.549 -0.997
H -0.718 2.838 5.509 0.326
C 2.407 -2.204 -1.852 -1.224
H 3.410 -2.292 -2.297 0.451
P 2.445 -1.158 -0.342 0.725
H -2.827 1.272 -1.973 0.729
C -1.584 -0.013 4.213 -0.995
H 0.631 3.785 -3.397 0.464
C 3.877 -1.789 0.567 -1.134
H -0.491 2.454 1.132 0.537
C 1.784 1.046 -1.715 0.169
H -2.662 0.180 4.089 0.338
H -2.969 -3.280 -3.134 0.322
H 2.040 -3.203 -1.573 0.369
```


(4)
Entry from OMol25: a single C4H5NO molecule (ωB97M-V with the def2-TZVPD basis set).

Summary:
- charge = 0
- LUMO (eV) = 0.819
- energy relative to the best compared isomer or geometry (same formula, charge and spin) (kcal per mole) = 44.70
- frontier orbital gap (hartree) = 0.402

The geometry in XYZ format:
```
11
Properties=species:S:1:pos:R:3:mulliken_charge:R:1
H 1.529 1.209 -0.311 0.258
N -0.298 0.640 0.626 -0.237
C 0.681 0.530 -0.460 -0.570
H -0.136 -0.023 1.372 0.283
H -2.325 0.430 1.050 0.289
H 1.571 -3.041 0.094 0.383
H 0.126 0.872 -1.339 0.352
C 1.142 -0.881 -0.492 -0.342
O -2.017 1.442 -0.672 -0.533
C 1.349 -2.028 -0.176 -0.019
C -1.620 0.851 0.308 0.135
```


(5)
Entry from OMol25: a molecular structure, C24H19CoF5N4O4STe (ωB97M-V with the def2-TZVPD basis set).

Summary:
- charge = +1
- LUMO (alpha / beta) (eV) = -5.091 / -5.287
- energy relative to the best compared isomer or geometry (same formula, charge and spin) (kcal per mole) = 31.25
- frontier orbital gap (alpha / beta) (hartree) = 0.249 / 0.242

The geometry in XYZ format:
```
59
Properties=species:S:1:pos:R:3:mulliken_charge:R:1
H 0.875 4.490 -1.640 0.446
O -4.796 -4.043 -0.566 -0.647
C 0.840 -2.951 0.599 1.112
N -0.667 1.804 -0.301 0.699
C -1.124 4.498 -0.842 -0.958
N 1.121 -1.750 0.070 0.700
C -3.299 -1.613 1.422 2.301
C 2.705 2.461 -1.671 -0.712
H -1.842 -0.700 2.728 0.219
C -1.836 2.369 0.042 1.103
C -2.736 -1.478 0.043 -0.921
Co -0.011 -0.084 0.009 0.039
C 3.778 0.319 -1.455 -0.741
H -5.346 -2.319 4.594 0.431
C -2.901 1.582 0.722 -1.324
F 1.884 2.430 1.620 -0.401
C 3.011 -3.792 -0.028 -0.980
H -0.424 -4.132 1.826 0.554
C -5.281 -2.532 2.464 -0.550
N -3.426 -1.955 -0.928 -0.685
H -1.312 5.541 -1.054 0.455
C -2.072 3.721 -0.224 -0.812
C 2.352 -1.554 -0.467 1.072
H -6.232 -3.040 2.384 0.463
S -4.838 -2.630 -0.359 1.205
F 0.454 1.978 3.781 -0.390
Te 1.644 0.986 2.779 1.829
H -0.747 -2.396 1.911 -0.064
C 1.785 -3.980 0.560 -0.790
H 1.522 -4.931 1.000 0.508
C 1.557 1.904 -1.138 0.104
H -3.649 2.256 1.133 0.554
H -3.401 0.921 0.015 0.379
C -3.551 -1.473 3.785 -1.483
H -1.256 -3.339 0.496 0.406
C -4.777 -2.125 3.694 -0.626
C 3.821 1.655 -1.820 -0.969
N 1.541 0.617 -0.778 0.368
F 2.964 0.071 1.827 -0.391
H -2.482 0.990 1.531 -0.068
H -3.024 4.139 0.069 0.502
O 0.282 0.282 1.783 0.054
O -5.946 -1.858 -0.823 -0.644
H -3.180 -1.166 4.754 0.483
F 3.000 1.693 3.796 -0.333
O -1.592 -0.900 -0.185 -1.240
C -2.796 -1.208 2.649 0.401
C 0.283 2.586 -0.876 1.059
H 2.736 3.501 -1.953 0.486
C 0.091 3.914 -1.172 -0.560
H 4.734 2.072 -2.223 0.464
C -0.476 -3.213 1.247 -1.355
H 4.263 -2.338 -1.005 0.445
H 3.736 -4.593 -0.071 0.453
C 2.601 -0.182 -0.930 0.123
H 4.647 -0.311 -1.566 0.479
F 1.539 -0.407 3.986 -0.395
C 3.305 -2.540 -0.552 -0.559
C -4.517 -2.261 1.349 -0.299
```